1.
Here is 11 unconnected molecules or ions with the total composition C48H66O28 from the OMol25 dataset. Energies are from wB97M-V/def2-TZVPD.

Last column: Löwdin charge in e.
Geometry (Å):
O: 2.599 -0.214 3.263  -0.02
C: 2.804 -1.038 4.342  -0.32
C: 2.035 -2.226 4.244  0.01
C: 2.284 -3.237 5.142  -0.01
C: 3.192 -3.041 6.189  -0.29
O: 3.424 -4.026 7.161  0.01
C: 3.901 -1.850 6.256  -0.01
C: 3.723 -0.845 5.317  -0.02
H: 3.342 0.466 3.263  0.12
H: 1.279 -2.323 3.464  0.11
H: 1.700 -4.162 5.119  0.12
H: 2.871 -4.828 7.032  0.11
H: 4.616 -1.782 7.072  0.12
H: 4.360 0.018 5.385  0.12
O: -0.060 -3.140 1.333  0.02
C: -1.030 -3.474 2.247  -0.33
C: -0.819 -4.639 2.917  0.00
C: -1.860 -5.022 3.821  0.00
C: -2.980 -4.182 3.971  -0.29
O: -3.966 -4.614 4.875  0.01
C: -3.105 -2.990 3.287  -0.03
C: -2.097 -2.630 2.477  -0.04
H: -0.392 -2.617 0.603  0.05
H: 0.043 -5.274 2.870  0.11
H: -1.911 -5.965 4.296  0.09
H: -3.657 -5.326 5.460  0.10
H: -3.976 -2.388 3.492  0.13
H: -2.192 -1.740 1.919  0.12
O: -0.186 2.621 -2.590  0.03
C: -1.182 3.181 -3.351  -0.29
C: -1.693 2.509 -4.443  -0.03
C: -2.743 3.001 -5.216  -0.03
C: -3.380 4.083 -4.778  -0.34
O: -4.420 4.536 -5.546  0.03
C: -3.016 4.711 -3.542  0.00
C: -1.915 4.264 -2.790  0.02
H: 0.128 1.805 -2.995  0.08
H: -1.145 1.671 -4.863  0.09
H: -3.179 2.453 -6.002  0.12
H: -4.990 5.189 -5.066  0.12
H: -3.531 5.645 -3.344  0.10
H: -1.538 4.740 -1.893  0.11
O: 2.857 -1.514 -2.099  0.04
C: 2.455 -0.715 -3.128  -0.33
C: 1.527 -1.243 -4.024  -0.01
C: 1.010 -0.509 -5.050  -0.02
C: 1.505 0.768 -5.358  -0.29
O: 1.007 1.453 -6.495  0.02
C: 2.415 1.245 -4.442  -0.03
C: 2.918 0.546 -3.331  0.01
H: 3.754 -1.347 -1.795  0.07
H: 1.135 -2.234 -3.947  0.10
H: 0.306 -0.949 -5.696  0.11
H: 1.168 2.409 -6.374  0.11
H: 2.832 2.187 -4.590  0.10
H: 3.652 1.001 -2.668  0.13
O: 0.149 0.824 2.630  0.01
C: -0.242 0.546 1.375  -0.37
C: 0.488 -0.278 0.556  -0.04
C: 0.072 -0.524 -0.758  -0.02
C: -1.076 0.050 -1.207  -0.36
O: -1.427 -0.248 -2.465  0.02
C: -1.758 1.032 -0.445  0.01
C: -1.425 1.188 0.895  0.02
H: 1.084 0.533 2.809  0.06
H: 1.335 -0.861 0.909  0.10
H: 0.652 -1.173 -1.412  0.11
H: -2.222 0.306 -2.742  0.09
H: -2.491 1.696 -0.835  0.11
H: -1.819 1.923 1.625  0.11
C: 1.181 2.093 5.392  -0.01
O: -0.174 2.410 5.753  0.01
C: -1.072 1.504 5.516  -0.65
O: -2.215 1.833 5.391  0.14
O: -0.601 0.246 5.480  -0.04
C: -1.387 -0.881 5.369  -0.05
H: 1.699 1.903 6.338  0.11
H: 1.534 3.017 4.907  0.10
H: 1.167 1.282 4.658  0.06
H: -1.043 -1.369 6.281  0.10
H: -1.168 -1.511 4.494  0.08
H: -2.478 -0.763 5.537  0.11
C: -0.750 4.772 3.203  -0.01
O: -1.715 5.679 2.633  -0.01
C: -2.529 5.257 1.655  -0.57
O: -2.495 4.184 1.054  0.09
O: -3.297 6.299 1.319  -0.01
C: -4.270 6.183 0.214  0.00
H: -0.192 4.288 2.436  0.07
H: -1.268 4.057 3.845  0.09
H: -0.091 5.417 3.833  0.11
H: -3.758 5.966 -0.695  0.06
H: -4.802 7.124 0.137  0.08
H: -5.128 5.498 0.457  0.11
C: -0.496 -4.426 -2.855  -0.02
O: -1.618 -3.659 -3.228  0.01
C: -2.233 -3.025 -2.243  -0.57
O: -1.710 -2.903 -1.113  0.07
O: -3.387 -2.543 -2.705  0.00
C: -4.131 -1.810 -1.669  0.01
H: -0.432 -5.053 -3.669  0.08
H: -0.638 -4.943 -1.914  0.10
H: 0.330 -3.755 -2.669  0.08
H: -5.164 -1.752 -2.007  0.10
H: -3.591 -0.805 -1.591  0.10
H: -4.122 -2.351 -0.759  0.08
C: -3.009 -0.593 -5.538  0.02
O: -4.385 -0.203 -5.431  0.04
C: -4.680 0.445 -4.363  -0.61
O: -3.923 0.709 -3.439  0.09
O: -5.932 0.919 -4.327  0.03
C: -6.785 0.546 -5.385  -0.05
H: -2.309 0.209 -5.473  0.07
H: -2.957 -0.949 -6.536  0.10
H: -2.731 -1.329 -4.844  0.08
H: -6.729 -0.508 -5.626  0.10
H: -6.601 1.094 -6.312  0.10
H: -7.786 0.717 -5.055  0.09
C: 1.924 2.565 0.697  0.01
O: 3.211 2.467 0.052  0.03
C: 4.219 2.032 0.791  -0.60
O: 4.263 1.992 2.019  0.06
O: 5.211 1.610 0.054  0.04
C: 6.265 1.018 0.821  -0.03
H: 2.050 2.026 1.650  0.08
H: 1.072 2.226 0.078  0.10
H: 1.769 3.608 0.928  0.09
H: 6.712 0.316 0.176  0.07
H: 5.941 0.540 1.725  0.09
H: 7.014 1.742 1.057  0.10
C: 4.206 -2.189 0.905  0.02
O: 4.923 -3.251 0.189  0.04
C: 5.710 -2.833 -0.769  -0.61
O: 5.843 -1.676 -1.121  0.09
O: 6.257 -3.903 -1.354  0.01
C: 7.280 -3.681 -2.295  -0.05
H: 4.695 -1.223 0.728  0.08
H: 4.191 -2.468 1.925  0.08
H: 3.160 -2.084 0.488  0.11
H: 8.141 -3.295 -1.728  0.10
H: 7.169 -2.855 -2.996  0.09
H: 7.450 -4.635 -2.812  0.10

Calculated values
relative energy (zero: lowest compared OMol25 entry of this formula, charge and spin) = 0.0 kJ/mol
total charge = 0

***

2.
Here is 13 unconnected molecules or ions with the total composition C48H68BF4O24S4 from the OMol25 dataset. Energies are from wB97M-V/def2-TZVPD.

Last column: Löwdin charge in e.
Geometry (Å):
O: 2.621 -0.889 -1.734  0.11
C: 1.615 -0.748 -1.115  -0.37
O: 1.339 -1.132 0.126  0.23
B: 0.171 -0.420 0.631  -0.91
O: -0.479 0.162 -0.568  0.23
C: 0.371 0.092 -1.561  -0.37
O: 0.212 0.606 -2.637  0.12
O: 0.443 0.625 1.628  0.23
C: -0.317 0.433 2.685  -0.35
O: -0.444 1.127 3.655  0.12
C: -1.098 -0.864 2.466  -0.39
O: -0.726 -1.376 1.320  0.22
O: -1.887 -1.339 3.239  0.14
F: -3.530 -5.633 4.053  0.04
C: -4.200 -4.808 3.207  -0.28
C: -5.017 -5.447 2.300  -0.03
C: -5.843 -4.723 1.459  -0.07
C: -5.730 -3.324 1.494  -0.09
C: -4.821 -2.689 2.351  -0.08
C: -4.010 -3.444 3.191  -0.01
H: -4.925 -6.525 2.231  0.11
H: -6.636 -5.078 0.816  0.10
H: -6.254 -2.768 0.728  0.10
H: -4.739 -1.613 2.340  0.09
H: -3.346 -3.011 3.923  0.10
F: 0.836 -0.863 -7.077  0.06
C: 1.535 -1.771 -6.371  -0.29
C: 1.326 -1.904 -5.003  0.00
C: 2.013 -2.876 -4.278  -0.06
C: 2.954 -3.678 -4.905  -0.10
C: 3.200 -3.477 -6.256  -0.09
C: 2.458 -2.580 -7.018  -0.03
H: 0.559 -1.322 -4.509  0.10
H: 1.830 -2.924 -3.213  0.10
H: 3.525 -4.461 -4.426  0.09
H: 3.974 -4.024 -6.780  0.10
H: 2.571 -2.396 -8.079  0.12
F: -3.422 -0.716 7.878  0.05
C: -3.663 0.268 6.983  -0.28
C: -3.566 -0.021 5.640  0.00
C: -4.014 0.919 4.710  -0.05
C: -4.555 2.152 5.135  -0.10
C: -4.574 2.447 6.484  -0.10
C: -4.185 1.473 7.398  -0.02
H: -3.057 -0.900 5.272  0.10
H: -3.923 0.649 3.667  0.09
H: -4.812 2.890 4.387  0.09
H: -4.881 3.456 6.727  0.11
H: -4.348 1.644 8.455  0.11
F: 4.248 5.468 3.626  0.07
C: 3.833 4.265 4.048  -0.29
C: 2.521 3.848 3.831  -0.03
C: 2.096 2.611 4.293  -0.09
C: 2.906 1.750 5.031  -0.07
C: 4.224 2.156 5.131  -0.10
C: 4.686 3.373 4.664  -0.03
H: 1.837 4.473 3.271  0.11
H: 1.048 2.398 4.129  0.06
H: 2.585 0.789 5.403  0.10
H: 4.922 1.609 5.755  0.10
H: 5.707 3.678 4.862  0.11
C: 7.443 -2.852 -4.118  -0.28
S: 7.060 -2.186 -2.474  0.85
O: 7.203 -0.695 -2.579  -0.54
C: 5.295 -2.697 -2.636  -0.28
H: 7.202 -3.914 -4.074  0.04
H: 8.526 -2.749 -4.223  0.04
H: 7.043 -2.328 -4.985  0.05
H: 4.822 -2.231 -3.504  0.01
H: 4.645 -2.309 -1.851  0.04
H: 5.159 -3.772 -2.749  0.03
C: -1.415 3.889 4.886  -0.27
S: -1.374 4.616 3.263  0.81
O: -1.675 6.058 3.553  -0.57
C: -2.821 3.828 2.466  -0.24
H: -0.810 4.369 5.654  0.06
H: -1.026 2.866 4.973  0.03
H: -2.423 3.734 5.281  0.03
H: -2.667 2.751 2.446  0.03
H: -2.886 4.250 1.466  0.05
H: -3.678 4.142 3.061  0.04
C: 4.747 0.297 -5.756  -0.24
S: 4.324 0.449 -3.951  0.83
O: 5.487 1.118 -3.284  -0.55
C: 3.155 1.853 -4.138  -0.24
H: 5.194 1.156 -6.254  0.05
H: 3.769 0.114 -6.215  0.02
H: 5.327 -0.586 -6.028  0.03
H: 2.570 1.915 -3.226  0.00
H: 2.533 1.552 -4.986  0.04
H: 3.576 2.810 -4.440  0.06
C: 3.142 3.662 -1.178  -0.24
S: 3.705 1.992 -0.662  0.84
O: 5.203 2.091 -0.797  -0.53
C: 3.115 2.175 1.084  -0.23
H: 3.717 4.071 -2.004  0.05
H: 3.380 4.251 -0.290  0.04
H: 2.070 3.693 -1.377  0.04
H: 3.296 1.328 1.737  0.06
H: 2.045 2.386 1.001  0.05
H: 3.489 3.125 1.464  0.03
C: 2.092 -2.984 2.570  -0.04
O: 3.061 -3.823 1.995  0.03
C: 2.819 -4.446 0.838  -0.60
O: 1.786 -4.400 0.220  0.13
O: 3.860 -5.172 0.491  0.02
C: 3.877 -5.869 -0.742  -0.05
H: 1.244 -2.914 1.888  0.07
H: 2.415 -1.985 2.859  0.10
H: 1.680 -3.409 3.489  0.10
H: 3.432 -5.368 -1.600  0.08
H: 3.307 -6.795 -0.632  0.10
H: 4.859 -6.231 -1.037  0.09
C: -1.807 2.865 -4.335  -0.05
O: -1.036 3.983 -3.911  -0.01
C: -1.001 4.156 -2.579  -0.61
O: -1.329 3.368 -1.747  0.16
O: -0.572 5.396 -2.286  0.00
C: 0.360 6.003 -3.161  -0.06
H: -2.782 2.749 -3.863  0.10
H: -1.283 1.920 -4.186  0.07
H: -1.994 2.905 -5.407  0.09
H: -0.042 6.463 -4.061  0.09
H: 1.106 5.258 -3.457  0.09
H: 0.985 6.713 -2.620  0.10
C: -7.941 1.149 1.003  0.00
O: -6.780 0.336 1.283  -0.01
C: -5.590 0.854 1.048  -0.62
O: -5.150 1.914 1.412  0.12
O: -4.876 -0.066 0.385  0.01
C: -3.526 0.199 0.082  -0.02
H: -8.780 0.877 1.634  0.09
H: -8.125 0.996 -0.059  0.10
H: -7.641 2.169 1.247  0.09
H: -3.192 1.216 0.287  0.10
H: -3.282 0.023 -0.966  0.09
H: -2.831 -0.471 0.585  0.08
C: -2.912 -3.526 -0.517  -0.02
O: -3.831 -3.518 -1.598  0.00
C: -3.770 -2.684 -2.641  -0.61
O: -4.643 -2.644 -3.457  0.13
O: -2.663 -1.944 -2.582  -0.02
C: -2.569 -0.850 -3.508  -0.03
H: -3.306 -2.902 0.282  0.07
H: -1.941 -3.116 -0.798  0.09
H: -2.797 -4.571 -0.241  0.10
H: -2.161 -0.002 -2.961  0.06
H: -3.489 -0.541 -4.000  0.10
H: -1.870 -1.121 -4.298  0.09

Calculated values
calculated total energy = -154908.507 eV
total charge = -1

***

3.
Here is 11 unconnected molecules or ions with the total composition C48H75N11 from the OMol25 dataset. Energies are from wB97M-V/def2-TZVPD.

Last column: Löwdin charge in e.
Geometry (Å):
C: -9.323 17.282 3.379  -0.11
C: -8.494 17.650 2.297  -0.11
C: -9.281 17.852 1.191  -0.12
N: -10.543 17.421 1.497  0.02
C: -10.582 17.106 2.838  -0.17
H: -9.072 17.132 4.415  0.10
H: -7.421 17.777 2.299  0.08
H: -9.032 18.117 0.177  0.11
H: -11.359 17.452 0.918  0.14
H: -11.548 16.912 3.280  0.11
C: -6.510 20.113 5.961  -0.13
C: -7.142 20.520 4.732  -0.11
C: -6.654 21.785 4.484  -0.13
N: -5.846 22.190 5.531  0.06
C: -5.723 21.130 6.375  -0.18
H: -6.718 19.196 6.490  0.10
H: -7.787 19.948 4.086  0.08
H: -6.770 22.448 3.640  0.10
H: -5.471 23.126 5.619  0.09
H: -5.067 21.129 7.230  0.08
C: -4.503 17.773 -0.038  -0.11
C: -5.144 18.881 0.580  -0.13
C: -4.844 18.822 1.923  -0.14
N: -4.019 17.767 2.126  0.02
C: -3.779 17.132 0.933  -0.13
H: -4.483 17.581 -1.098  0.09
H: -5.779 19.594 0.078  0.08
H: -5.208 19.456 2.717  0.10
H: -3.679 17.459 3.044  0.07
H: -3.057 16.332 0.912  0.10
C: -12.928 21.249 4.583  -0.14
C: -11.735 21.786 5.088  -0.11
C: -10.740 20.912 4.720  -0.13
N: -11.303 19.865 4.035  0.02
C: -12.671 20.050 3.979  -0.14
H: -13.928 21.599 4.805  0.09
H: -11.635 22.661 5.706  0.08
H: -9.681 20.929 4.923  0.07
H: -10.830 19.030 3.699  0.08
H: -13.267 19.246 3.582  0.10
C: -9.727 21.136 9.609  -0.11
C: -8.983 20.825 8.454  -0.11
C: -8.972 21.947 7.661  -0.15
N: -9.712 22.910 8.288  0.01
C: -10.207 22.418 9.466  -0.14
H: -9.996 20.450 10.397  0.09
H: -8.484 19.890 8.264  0.09
H: -8.473 22.115 6.719  0.09
H: -9.887 23.829 7.932  0.14
H: -10.800 23.098 10.056  0.10
C: -3.959 16.720 4.944  -0.11
C: -3.426 18.010 5.256  -0.10
C: -2.094 18.015 4.896  -0.11
N: -1.824 16.805 4.320  0.01
C: -2.943 16.021 4.334  -0.16
H: -4.973 16.392 5.096  0.10
H: -4.002 18.817 5.681  0.07
H: -1.351 18.790 4.942  0.09
H: -0.931 16.464 4.015  0.15
H: -2.890 15.051 3.867  0.12
C: -4.742 25.215 4.817  -0.11
C: -4.754 25.352 3.405  -0.10
C: -6.068 25.503 3.038  -0.15
N: -6.871 25.337 4.132  0.03
C: -6.055 25.237 5.229  -0.17
H: -3.872 25.142 5.449  0.09
H: -3.984 25.329 2.651  0.09
H: -6.525 25.604 2.066  0.11
H: -7.871 25.297 4.114  0.15
H: -6.499 25.106 6.206  0.10
C: -4.697 23.408 8.852  -0.10
C: -6.087 23.645 9.112  -0.09
C: -6.249 25.014 9.105  -0.17
N: -5.097 25.602 8.728  0.01
C: -4.144 24.644 8.558  -0.15
H: -4.226 22.442 8.930  0.07
H: -6.851 22.929 9.366  0.08
H: -7.116 25.644 9.249  0.11
H: -5.006 26.591 8.593  0.15
H: -3.123 24.843 8.277  0.10
C: -4.616 20.028 11.214  -0.09
C: -5.193 19.906 9.919  -0.12
C: -4.360 19.135 9.138  -0.13
N: -3.329 18.710 9.952  0.01
C: -3.467 19.287 11.182  -0.15
H: -4.989 20.651 12.007  0.09
H: -6.052 20.416 9.507  0.08
H: -4.388 18.736 8.137  0.09
H: -2.611 18.081 9.650  0.14
H: -2.737 19.060 11.943  0.11
C: -1.796 21.821 -1.524  -0.08
C: -3.101 21.945 -0.750  -0.25
N: -4.011 22.914 -1.408  -0.19
C: -3.535 24.265 -1.220  -0.28
C: -4.375 25.303 -1.963  -0.09
C: -5.399 22.677 -1.009  -0.23
C: -5.671 22.939 0.489  -0.08
H: -1.161 21.009 -1.166  0.07
H: -1.222 22.739 -1.428  0.06
H: -2.033 21.602 -2.565  0.08
H: -3.688 21.028 -0.656  0.09
H: -2.931 22.217 0.303  0.11
H: -2.550 24.424 -1.663  0.11
H: -3.436 24.556 -0.162  0.10
H: -4.322 25.107 -3.034  0.08
H: -3.984 26.309 -1.796  0.07
H: -5.410 25.337 -1.617  0.06
H: -6.027 23.321 -1.626  0.10
H: -5.654 21.647 -1.252  0.10
H: -4.914 23.477 1.055  0.05
H: -6.604 23.493 0.612  0.06
H: -5.771 21.969 0.982  0.05
C: -0.464 21.753 9.169  -0.09
C: 0.409 21.808 7.922  -0.28
N: 0.076 22.837 6.941  -0.18
C: 0.977 22.683 5.812  -0.26
C: 0.990 23.961 4.943  -0.08
C: -1.345 22.797 6.588  -0.22
C: -1.828 21.401 6.088  -0.07
H: -0.107 20.911 9.765  0.07
H: -1.522 21.620 8.937  0.05
H: -0.372 22.646 9.789  0.08
H: 1.426 21.866 8.316  0.11
H: 0.304 20.816 7.451  0.11
H: 1.993 22.541 6.176  0.11
H: 0.703 21.812 5.200  0.10
H: 1.412 24.792 5.507  0.07
H: 1.610 23.859 4.050  0.07
H: -0.012 24.204 4.594  0.05
H: -1.607 23.506 5.804  0.10
H: -1.909 23.130 7.457  0.08
H: -2.004 20.681 6.883  0.06
H: -1.243 21.014 5.258  0.05
H: -2.799 21.643 5.640  0.07

Calculated values
relative energy (zero: lowest compared OMol25 entry of this formula, charge and spin) = 117.6 kJ/mol
total charge = 0